7
Properties=species:S:1:pos:R:3 method="wB97M-V/def2-TZVPD" spin_multiplicity=1 homo_energy_ev=-11.20 lumo_ev=-2.21
C 0.859 0.049 0.036
N -0.493 0.132 0.428
N 0.918 -0.294 -1.196
N -1.173 -0.162 -0.685
N -0.361 -0.404 -1.604
F 1.798 0.247 0.911
Br -1.549 0.433 2.110